No. 1
111
Properties=species:S:1:pos:R:3:lowdin_charge:R:1 method="wB97M-V/def2-TZVPD" charge=+1 lumo_energy_ev=-4.08 orbital_gap_ev=6.24
C 3.85 5.06 -0.24 -0.105
C 3.76 3.83 0.89 -0.202
C 3.45 4.54 2.33 -0.565
Cl 1.68 5.20 2.44 0.610
N 3.81 3.67 3.55 -0.445
S 2.65 4.15 4.81 0.904
C 5.25 3.94 3.90 -0.102
C 5.52 5.12 5.00 -0.200
O 5.00 6.47 4.60 -0.075
C 7.16 5.39 5.21 -0.173
F 7.99 4.19 4.99 0.030
F 7.36 5.84 6.61 0.023
F 7.65 6.52 4.33 0.021
B 3.48 2.20 3.27 -0.496
C 1.90 1.79 2.90 -0.045
O 4.43 1.08 3.25 0.065
H 4.70 4.83 -1.05 0.110
H 2.78 5.15 -0.72 0.093
H 4.15 6.09 0.23 0.086
H 2.88 3.14 0.48 0.132
H 4.82 3.29 0.82 0.149
H 4.12 5.54 2.34 0.142
H 3.17 3.72 6.08 -0.009
H 5.86 2.99 4.28 0.176
H 5.80 4.27 2.89 0.184
H 5.14 4.84 6.10 0.160
H 4.35 6.80 5.30 0.136
H 1.47 2.40 1.99 0.066
H 1.17 1.88 3.82 0.082
H 1.87 0.65 2.56 0.092
H 4.34 0.61 4.15 0.159
C -2.10 -3.80 0.55 -0.097
O -0.97 -3.70 -0.32 -0.186
C -0.83 -2.39 -0.88 -0.186
C 0.26 -1.59 -0.15 -0.185
O -0.12 -1.30 1.20 -0.213
C 0.51 -2.17 2.13 -0.113
H -2.01 -4.72 1.12 0.087
H -2.14 -2.96 1.25 0.072
H -3.02 -3.83 -0.04 0.086
H -1.79 -1.85 -0.86 0.125
H -0.53 -2.52 -1.92 0.112
H 0.38 -0.63 -0.66 0.119
H 1.22 -2.11 -0.19 0.127
H 1.56 -1.87 2.25 0.072
H 0.45 -3.21 1.82 0.089
H 0.00 -2.06 3.09 0.090
C -1.38 1.40 -5.84 -0.104
O -1.02 0.23 -6.56 -0.186
C 0.16 -0.39 -6.04 -0.190
C -0.19 -1.61 -5.17 -0.185
O -0.88 -1.22 -3.98 -0.223
C -2.29 -1.44 -4.08 -0.108
H -2.40 1.68 -6.13 0.092
H -1.36 1.23 -4.76 0.081
H -0.71 2.22 -6.10 0.082
H 0.76 0.33 -5.47 0.103
H 0.75 -0.73 -6.89 0.127
H 0.74 -2.09 -4.86 0.123
H -0.78 -2.34 -5.75 0.130
H -2.50 -2.50 -3.98 0.091
H -2.69 -1.07 -5.03 0.087
H -2.77 -0.90 -3.26 0.088
C -5.53 -1.34 5.36 -0.108
O -5.38 -0.22 4.49 -0.194
C -4.08 -0.16 3.90 -0.196
C -4.08 -0.68 2.46 -0.191
O -4.36 -2.08 2.42 -0.211
C -5.71 -2.36 2.06 -0.099
H -6.59 -1.47 5.57 0.092
H -5.14 -2.26 4.91 0.083
H -5.00 -1.14 6.30 0.086
H -3.35 -0.70 4.52 0.122
H -3.79 0.90 3.89 0.119
H -3.09 -0.53 2.04 0.112
H -4.80 -0.12 1.85 0.128
H -5.84 -2.20 0.99 0.087
H -6.41 -1.74 2.62 0.085
H -5.91 -3.41 2.29 0.092
C -6.05 -9.07 0.49 -0.109
O -4.92 -8.97 -0.38 -0.194
C -4.78 -7.66 -0.94 -0.190
C -3.69 -6.86 -0.21 -0.199
O -4.07 -6.57 1.14 -0.210
C -3.44 -7.44 2.07 -0.108
H -5.96 -9.99 1.06 0.090
H -6.09 -8.23 1.19 0.082
H -6.97 -9.10 -0.10 0.087
H -5.74 -7.12 -0.92 0.126
H -4.48 -7.79 -1.98 0.124
H -3.57 -5.90 -0.72 0.105
H -2.73 -7.39 -0.25 0.131
H -2.39 -7.15 2.19 0.081
H -3.50 -8.48 1.76 0.086
H -3.95 -7.33 3.03 0.091
C 2.29 5.69 -4.11 -0.109
O 3.04 4.50 -3.85 -0.217
C 2.36 3.32 -4.27 -0.194
C 2.90 2.81 -5.61 -0.189
O 2.61 3.72 -6.67 -0.191
C 3.73 4.51 -7.03 -0.105
H 2.96 6.55 -4.00 0.091
H 1.88 5.69 -5.12 0.088
H 1.48 5.77 -3.38 0.083
H 1.27 3.50 -4.33 0.121
H 2.53 2.56 -3.50 0.119
H 2.40 1.86 -5.85 0.104
H 3.98 2.61 -5.54 0.128
H 4.45 3.91 -7.60 0.089
H 4.23 4.93 -6.15 0.082
H 3.39 5.34 -7.65 0.093

***

No. 2
118
Properties=species:S:1:pos:R:3:lowdin_charge:R:1 method="wB97M-V/def2-TZVPD" e_above_lowest_kj_mol=0.0 lumo_energy_ev=-0.08 orbital_gap_ev=8.50
C 7.08 -3.22 3.27 -0.103
C 6.07 -2.12 3.57 -0.244
C 6.26 -0.89 2.66 -0.190
C 4.99 -0.13 2.29 -0.179
N 3.93 -0.92 1.61 -0.189
C 2.80 -1.34 2.45 -0.200
C 1.49 -1.52 1.66 -0.209
C 0.32 -0.69 2.20 -0.250
C 0.04 0.58 1.36 -0.263
Si -1.36 0.36 0.15 0.528
C -1.41 1.74 -1.12 -0.233
C -2.56 2.76 -1.09 -0.450
C -3.86 2.18 -1.69 -0.078
C -2.80 3.34 0.32 -0.078
O -2.76 0.19 1.02 -0.300
Si -4.17 -0.57 0.71 0.365
F -4.20 -1.00 -0.85 -0.146
C -4.43 -2.07 1.76 -0.250
C -5.81 -2.69 1.51 -0.273
C -6.24 -3.67 2.61 -0.215
C -5.71 -5.09 2.42 -0.208
C -6.39 -5.88 1.30 -0.281
N -5.73 -5.68 0.01 -0.012
C 4.33 -1.80 0.63 -1.084
S 3.88 -3.37 0.52 0.721
S 5.24 -0.97 -0.67 0.906
C 6.56 -2.17 -1.04 -0.491
C 6.69 -2.46 -2.55 -0.301
C 8.14 -2.50 -3.03 -0.108
H 7.18 -3.92 4.10 0.070
H 6.77 -3.80 2.39 0.064
H 8.07 -2.81 3.06 0.074
H 5.07 -2.51 3.45 0.079
H 6.17 -1.81 4.61 0.108
H 6.91 -0.16 3.17 0.119
H 6.79 -1.18 1.75 0.084
H 5.26 0.71 1.66 0.074
H 4.52 0.28 3.18 0.121
H 3.04 -2.24 3.01 0.097
H 2.66 -0.53 3.18 0.113
H 1.23 -2.58 1.63 0.093
H 1.69 -1.24 0.62 0.098
H 0.52 -0.39 3.23 0.100
H -0.57 -1.32 2.24 0.090
H -0.13 1.46 1.99 0.078
H 0.92 0.83 0.75 0.075
H -1.11 -0.93 -0.55 0.030
H -0.46 2.29 -1.02 0.080
H -1.38 1.26 -2.11 0.076
H -2.26 3.60 -1.72 0.116
H -3.64 1.26 -2.24 0.072
H -4.58 1.92 -0.91 0.052
H -4.32 2.87 -2.39 0.066
H -3.45 2.69 0.91 0.061
H -1.86 3.45 0.86 0.075
H -3.27 4.32 0.26 0.080
H -5.28 0.38 0.89 0.027
H -3.65 -2.81 1.58 0.086
H -4.34 -1.74 2.80 0.084
H -6.57 -1.89 1.42 0.093
H -5.80 -3.21 0.56 0.090
H -5.89 -3.30 3.58 0.103
H -7.33 -3.70 2.67 0.107
H -5.81 -5.63 3.36 0.074
H -4.64 -5.05 2.19 0.110
H -7.43 -5.56 1.19 0.110
H -6.42 -6.94 1.59 0.101
H -4.90 -6.25 -0.08 0.066
H -6.34 -5.89 -0.77 0.060
H 7.49 -1.78 -0.64 0.066
H 6.30 -3.07 -0.49 0.030
H 6.21 -3.42 -2.74 0.105
H 6.13 -1.71 -3.11 0.084
H 8.45 -1.56 -3.48 0.071
H 8.30 -3.29 -3.77 0.068
H 8.83 -2.71 -2.20 0.067
C -6.76 0.50 -3.57 0.057
N -6.60 1.95 -3.81 -0.446
O -6.01 2.31 -4.81 0.072
O -7.08 2.70 -2.98 0.047
H -6.29 -0.04 -4.39 0.098
H -6.28 0.28 -2.61 0.089
H -7.83 0.30 -3.50 0.101
C -6.69 5.77 -4.18 0.042
N -6.16 7.12 -3.83 -0.452
O -5.69 7.28 -2.72 0.054
O -6.22 7.98 -4.69 0.053
H -6.57 5.12 -3.33 0.072
H -7.74 5.90 -4.45 0.104
H -6.12 5.42 -5.04 0.092
C -6.40 -6.97 7.69 0.047
N -6.16 -6.82 6.23 -0.448
O -5.71 -7.78 5.62 0.073
O -6.43 -5.75 5.73 0.058
H -6.11 -7.97 7.98 0.094
H -5.80 -6.21 8.19 0.100
H -7.45 -6.78 7.86 0.100
C 6.22 2.70 -0.43 0.042
N 7.41 3.57 -0.61 -0.441
O 8.22 3.26 -1.46 0.056
O 7.51 4.54 0.11 0.074
H 6.28 1.88 -1.14 0.067
H 6.24 2.34 0.60 0.082
H 5.34 3.32 -0.59 0.107
C 10.79 4.49 -2.64 0.030
N 12.07 4.31 -3.39 -0.456
O 13.03 3.88 -2.79 0.063
O 12.06 4.61 -4.57 0.057
H 10.95 4.17 -1.62 0.089
H 10.52 5.53 -2.71 0.103
H 10.04 3.88 -3.14 0.085
C -2.40 7.82 -4.52 0.051
N -2.78 6.42 -4.85 -0.447
O -2.28 5.52 -4.21 0.064
O -3.59 6.28 -5.74 0.054
H -1.69 7.80 -3.71 0.094
H -1.99 8.26 -5.43 0.100
H -3.32 8.34 -4.25 0.090